1.
Entry from OMol25: a molecular structure, C2H2F2O2P in a non-equilibrium geometry (the ωB97M-V functional and the def2-TZVPD basis).

```
9
Properties=species:S:1:pos:R:3:forces:R:3
C 1.741221 -1.190042 0.230843 -0.040 -0.214 0.588
C -1.451177 1.408440 0.086255 -0.677 0.000 3.611
O 2.172517 -1.268541 -0.882880 0.081 -0.044 0.665
O 1.792435 -1.482345 1.402103 0.150 0.297 -1.350
F -0.712386 2.487789 0.815832 -0.181 -1.014 -0.335
F -1.443953 1.877093 -1.130624 -0.030 1.383 -3.356
P -0.338602 -0.079906 0.017941 1.073 -0.808 -1.283
H -0.818152 -0.643990 -1.236236 0.358 0.583 0.561
H -0.941899 -1.108499 0.696765 -0.732 -0.182 0.899
```
Positions in Å, forces in eV/Å.

Values from the calculation:
Net charge: -1
LUMO energy in eV: 3.8782
Energy above the lowest of the compared OMol25 structures with the same formula, charge and spin in kcal/mol: 50.1
DFT total energy in Eh: -768.9407
Frontier orbital gap in eV: 6.3996

***

2.
Entry from OMol25: a molecular structure, C37H43NO2PPm in a non-equilibrium geometry (the ωB97M-V functional and the def2-TZVPD basis).

```
85
Properties=species:S:1:pos:R:3:forces:R:3
O 0.178339 0.041339 -7.465973 -0.131 0.556 -1.290
C 0.077239 1.340881 -8.141960 0.042 0.362 0.291
C -0.117697 0.727627 -9.532247 0.104 -0.405 0.857
H 1.010146 1.914153 -8.031793 -0.332 -0.107 0.113
H -0.785136 1.927489 -7.795063 0.319 -0.155 0.172
C 0.052953 -0.609777 -8.764671 -0.123 -0.182 -1.244
H 0.685218 0.920483 -10.242982 -0.232 0.102 -0.039
H -1.109943 0.844812 -9.967988 0.179 0.180 -0.035
C 1.307633 -1.314535 -9.236019 -0.020 -0.319 0.318
H 2.157435 -0.633798 -9.241713 0.069 -0.022 0.042
H 1.129881 -1.671858 -10.256597 0.121 0.079 0.122
H 1.539330 -2.180628 -8.612766 0.063 0.027 0.027
C -1.159199 -1.506658 -8.907191 0.205 -0.231 0.160
H -2.077691 -0.984591 -8.646309 -0.033 0.006 0.086
H -1.058520 -2.408340 -8.298257 -0.087 0.054 0.053
H -1.217917 -1.819520 -9.956246 -0.086 0.044 0.160
Pm -0.056490 -0.041766 0.369867 -0.121 -0.018 0.280
C -2.419650 -0.705618 1.348082 -0.354 0.495 0.120
C -2.417778 0.713312 1.472246 -0.309 -0.293 -0.734
C -2.453743 1.273400 0.160527 -0.068 -0.429 0.297
H -2.404830 1.276369 2.395785 0.188 -0.119 -0.178
C -2.541644 0.193595 -0.769945 -0.154 -0.278 0.578
C -2.509791 -1.025916 -0.033579 -0.380 0.493 -0.358
H -2.584388 -2.029834 -0.454634 0.074 0.372 0.141
H -2.372442 -1.419720 2.174641 -0.052 0.309 -0.322
H -2.416588 2.338356 -0.081461 -0.161 -0.385 0.087
H -2.687789 0.286449 -1.841391 0.190 -0.014 0.142
C 1.138637 -2.183084 1.634035 0.023 -0.188 -0.283
C 0.121081 -2.677786 0.775779 0.536 -0.226 -0.001
C 0.530002 -2.430974 -0.566024 0.449 -0.186 -0.071
H -0.786483 -3.196632 1.093906 0.396 0.223 -0.158
C 1.785103 -1.753105 -0.528306 -0.026 -0.568 0.316
C 2.156507 -1.595326 0.839538 -0.263 -0.337 -0.409
H 3.056681 -1.107042 1.212205 -0.309 -0.184 -0.132
H 1.155464 -2.277409 2.719243 -0.008 0.219 -0.519
H 0.004091 -2.745295 -1.467626 0.111 0.141 0.322
H 2.372121 -1.439476 -1.392813 -0.234 -0.061 0.288
O 0.295019 0.396254 -2.168660 0.023 0.736 -0.832
C -0.147756 -0.482193 -3.267764 0.404 0.276 0.444
C -0.427736 0.418524 -4.451959 -0.406 0.531 -0.028
H -1.032073 -1.051873 -2.953844 0.280 0.238 0.128
H 0.667794 -1.180093 -3.473226 -0.012 0.034 0.113
C 0.368075 1.716791 -4.169672 0.209 -0.610 -0.299
H -1.509719 0.641098 -4.494436 0.423 -0.048 -0.066
H -0.114448 -0.022908 -5.401404 -0.248 0.040 0.276
C 0.432553 1.785326 -2.654563 -0.491 -0.699 0.205
H -0.119029 2.588799 -4.616757 0.190 -0.096 0.128
H 1.381556 1.610109 -4.590697 -0.332 0.152 0.126
H -0.412970 2.352958 -2.245085 0.153 -0.018 0.000
H 1.377212 2.200926 -2.288825 -0.164 -0.190 0.072
N 0.426541 0.708414 2.344870 0.454 0.687 2.228
P 0.395225 0.559762 3.911953 0.028 0.006 -1.768
C -0.925300 -0.495574 4.563751 -0.499 -0.303 0.035
C -2.177837 0.071538 4.854454 0.132 -0.357 0.039
C -3.264493 -0.746579 5.162018 0.161 -0.108 0.041
C -3.104511 -2.136003 5.190089 0.039 0.003 -0.007
C -1.854588 -2.706424 4.918441 -0.036 0.150 0.103
C -0.766891 -1.889798 4.609683 -0.411 0.159 0.136
C 1.894635 -0.152831 4.643534 0.413 0.048 -0.003
C 3.086953 0.027633 3.924992 -0.014 -0.293 0.325
C 4.278707 -0.505253 4.417763 -0.166 0.045 0.158
C 4.283681 -1.200831 5.633159 -0.115 0.084 -0.037
C 3.101342 -1.348337 6.365438 -0.116 0.142 -0.115
C 1.902542 -0.816991 5.874621 0.589 -0.072 -0.075
C 0.152271 2.071720 4.879697 0.063 0.475 -0.117
C -0.020389 2.029148 6.268533 -0.025 0.737 -0.029
C -0.229972 3.222566 6.971774 0.059 -0.325 -0.278
C -0.263221 4.438386 6.282378 0.045 -0.034 -0.085
C -0.070533 4.475531 4.897305 0.018 -0.176 0.088
C 0.138219 3.289823 4.186621 -0.099 -0.060 0.546
H -2.294154 1.158364 4.869476 0.013 -0.365 -0.099
H -4.227147 -0.287951 5.397167 0.252 -0.224 -0.092
H -3.953343 -2.778219 5.445693 0.319 0.243 -0.125
H -1.707611 -3.787851 4.970253 -0.152 0.328 -0.027
H 0.212345 -2.339299 4.445009 -0.341 0.135 -0.009
H 3.056466 0.574652 2.979097 -0.045 -0.220 0.292
H 5.202283 -0.364683 3.854522 -0.208 -0.098 0.190
H 5.216026 -1.618861 6.018672 -0.283 0.118 -0.128
H 3.098811 -1.872011 7.325005 0.083 0.147 -0.337
H 0.983030 -0.930369 6.449698 0.256 -0.037 -0.179
H -0.002817 1.079468 6.802491 -0.024 0.237 -0.137
H -0.368057 3.187193 8.053840 0.019 0.097 -0.311
H -0.438412 5.364682 6.833633 0.071 -0.262 -0.183
H -0.080480 5.426353 4.365284 -0.032 -0.182 0.170
H 0.282063 3.279315 3.103676 -0.060 -0.023 0.321
```
Positions in Å, forces in eV/Å.

Values from the calculation:
LUMO energy (alpha / beta) in eV: 0.3801 / 0.3803
Energy above the lowest of the compared OMol25 structures with the same formula, charge and spin in kcal/mol: 0.0
DFT total energy in Eh: -2590.6451
2S+1: 5
Frontier orbital gap (alpha / beta) in eV: 7.2855 / 7.3423

***

3.
Entry from OMol25: a molecular structure, C18H24N3O2Tb (the ωB97M-V functional and the def2-TZVPD basis).

```
48
Properties=species:S:1:pos:R:3:forces:R:3
Tb 0.113917 0.065528 0.256807 0.208 0.520 0.307
C -0.945318 2.503098 0.801651 0.133 -0.044 -0.102
C -0.550860 1.964823 2.043201 0.132 0.050 0.030
C -1.390682 0.867017 2.338074 0.078 -0.073 0.001
C -2.296414 0.719824 1.271229 0.021 -0.096 -0.070
C -2.014305 1.722175 0.317378 -0.001 -0.066 -0.087
H -0.475926 3.330518 0.289647 -0.061 0.045 0.044
H 0.252014 2.337536 2.661826 -0.077 0.064 0.037
H -1.319261 0.225887 3.205503 -0.072 0.067 0.032
H -3.031516 -0.064142 1.164135 -0.055 0.064 0.050
H -2.516354 1.848165 -0.631202 -0.055 0.057 0.046
C 2.963565 -1.363841 1.235420 0.059 -0.007 -0.001
N 2.375804 -0.050242 1.537324 -0.026 -0.037 -0.116
C 2.326137 0.118208 2.989645 0.014 -0.015 0.046
C 3.200499 1.016030 0.930988 0.082 0.044 -0.043
C 3.181397 0.962213 -0.581337 -0.060 0.067 -0.139
C 4.352031 1.180327 -1.298589 0.006 -0.029 0.101
C 4.333363 1.142273 -2.685910 0.057 0.016 -0.084
C 3.147445 0.879596 -3.351971 -0.084 -0.014 0.027
C 1.980537 0.663634 -2.620898 0.206 0.055 -0.027
C 1.958106 0.704873 -1.223248 -0.344 0.007 0.123
H 3.988849 -1.417148 1.626173 -0.009 -0.001 0.002
H 2.990503 -1.521296 0.159070 -0.002 0.004 0.005
H 2.359606 -2.147828 1.685337 -0.001 -0.005 0.008
H 3.324979 0.009035 3.433316 -0.008 0.002 -0.010
H 1.670420 -0.635739 3.426163 -0.003 0.000 -0.012
H 1.942868 1.104716 3.240851 0.003 0.002 0.000
H 4.235316 0.944163 1.299183 -0.045 -0.002 0.076
H 2.794690 1.970781 1.282167 0.016 -0.001 -0.023
H 5.287514 1.373439 -0.782922 0.001 -0.005 0.027
H 5.246591 1.308162 -3.243936 0.005 0.003 0.003
H 3.131658 0.838978 -4.434779 0.007 0.004 -0.009
H 1.068580 0.455582 -3.176418 -0.024 -0.003 0.023
C -3.008667 -3.193242 -2.831393 -0.054 -0.020 -0.057
C -2.093769 -2.233493 -2.139592 -0.050 0.003 0.045
N -2.034993 -0.974432 -2.346937 0.048 -0.160 -0.165
O -2.967451 -0.553226 -3.295422 -0.007 -0.039 0.097
C -1.158694 -2.764638 -1.111409 -0.184 0.049 0.011
C -0.633220 -4.159097 -1.191505 0.029 -0.047 0.067
N -0.824707 -1.918672 -0.217479 0.207 -0.360 -0.311
O 0.166559 -2.139972 0.661138 -0.140 -0.271 0.005
H -3.494751 -2.748382 -3.692983 0.019 0.040 0.020
H -3.776072 -3.534523 -2.132783 -0.010 0.007 0.004
H -2.451665 -4.073585 -3.150222 0.004 -0.009 -0.011
H -2.775944 0.384188 -3.385897 0.038 0.068 0.004
H -1.431332 -4.894375 -1.074355 -0.020 0.019 0.035
H 0.105597 -4.310443 -0.408832 -0.001 0.014 -0.007
H -0.171643 -4.339355 -2.164405 0.022 0.029 -0.003
```
Positions in Å, forces in eV/Å.

Values from the calculation:
LUMO energy (alpha / beta) in eV: 0.4830 / 0.4882
Energy above the lowest of the compared OMol25 structures with the same formula, charge and spin in kcal/mol: 0.0
DFT total energy in Eh: -1839.4285
2S+1: 7
Frontier orbital gap (alpha / beta) in eV: 8.5964 / 8.4143

***

Q: What is the DFT total energy in the first record?
A: -768.9407 Eh

***

Q: Among the records above, which one has the highest energy above the lowest of the compared OMol25 structures with the same formula, charge and spin?
A: C2H2F2O2P

***

Q: Which value of energy above the lowest of the compared OMol25 structures with the same formula, charge and spin does entry 1 give?
A: 50.1 kcal/mol

***

Q: The lowest DFT total energy belongs to which entry?
A: C37H43NO2PPm